w | Below is an isolated ion of composition C4H9NO2 and charge +1, with properties calculated with ωB97M-V/def2-TZVPD.

The geometry in XYZ format:
```
16
Properties=species:S:1:pos:R:3:mulliken_spin:R:1
C -0.72273 -0.49348 -0.31112 0.118
C 0.45021 -0.53242 -1.25841 0.004
C 1.19158 0.74172 -1.52002 0.025
O 1.31000 -1.48604 -0.65188 0.017
C -0.70528 0.42356 0.97537 0.010
N -1.46697 -0.05231 1.96326 0.053
O -0.16399 1.50316 0.91982 0.687
H -1.70517 -0.28759 -0.74898 0.003
H -0.87273 -1.51468 0.05577 0.008
H -0.08490 -1.02674 -2.09774 0.045
H 2.07622 0.71236 -2.13976 0.003
H 0.47432 1.50480 -1.84481 0.000
H 1.46955 1.17510 -0.54779 0.028
H 2.02590 -1.84551 -1.18247 0.000
H -1.44470 -0.94048 2.43851 -0.003
H -1.56347 0.64454 2.70294 0.003
```

Charge: +1
<S²>: 0.7564
Spin multiplicity: 2
Lowest unoccupied orbital energy (spin up / spin down): -4.092 / -9.226 eV
Gap between HOMO and LUMO (spin up / spin down): 10.86 / 5.60 eV
HOMO (spin up / spin down): -0.549 / -0.545 Eh


x | Below is a 2-piece molecular cluster, C4H9NO2 overall, with properties calculated with ωB97M-V/def2-TZVPD.

The geometry in XYZ format:
```
16
Properties=species:S:1:pos:R:3:mulliken_spin:R:1
C -1.50942 0.15238 -0.28899 0.007
O -1.94592 1.34318 -0.73582 0.892
C -0.14650 -0.19277 -0.81997 -0.002
C 0.35837 -1.51359 -0.26946 0.006
C 1.21117 -0.25143 0.10060 -0.003
N 2.33908 -0.10886 -0.69969 -0.001
O 1.19688 0.19034 1.26345 0.008
H -1.50433 0.10490 0.82570 0.053
H -2.18403 -0.67314 -0.58486 0.040
H -2.26563 2.12816 2.43600 0.002
H 0.06144 0.49402 -1.66226 -0.004
H -1.77208 2.58755 2.13543 -0.001
H 0.72805 -2.24859 -0.95779 -0.001
H -0.30336 -1.73818 0.54596 0.002
H 2.89184 0.67746 -0.36230 0.000
H 2.84444 -0.95143 -0.92600 0.000
```

Charge: +1
<S²>: 0.7544
Spin multiplicity: 2
Lowest unoccupied orbital energy (spin up / spin down): -8.198 / -8.190 eV
Gap between HOMO and LUMO (spin up / spin down): 7.60 / 7.22 eV
HOMO (spin up / spin down): -0.580 / -0.566 Eh


Stability verdict: w, ahead by 4.729 eV


w | Below is H13O6 as an isolated structure, with properties calculated with ωB97M-V/def2-TZVPD.

The geometry in XYZ format:
```
19
Properties=species:S:1:pos:R:3:mulliken_charge:R:1
O -2.18365 -0.09488 1.37861 -0.647
H -2.42903 -0.09613 2.31097 0.317
H -3.05076 -0.13557 0.95716 0.313
O -1.11836 2.95515 -0.44141 -0.666
H -1.01588 3.90913 -0.36526 0.323
H -1.81592 2.81769 -1.09623 0.331
O 1.13939 1.82777 0.27374 -0.595
H 0.30849 2.14935 -0.16390 0.429
H 1.90182 2.10025 -0.25304 0.386
O 2.30160 -2.60078 1.08133 -0.676
H 2.44438 -3.44912 1.51620 0.323
H 3.19628 -2.35388 0.79601 0.332
O -0.81279 -1.58407 -3.17646 -0.642
H -1.58021 -1.40909 -3.72815 0.323
H -0.60054 -2.50416 -3.37806 0.322
O 0.86943 -0.34104 1.22231 -0.481
H 1.43963 -1.15539 1.15638 0.492
H -0.04389 -0.67164 1.30662 0.363
H 1.05000 0.63641 0.60320 0.454
```

Charge: +1
Lowest unoccupied orbital energy: -2.792 eV
Gap between HOMO and LUMO: 11.33 eV
HOMO: -0.519 Eh


x | Below is a 7-piece molecular cluster, H13O6 overall, with properties calculated with ωB97M-V/def2-TZVPD.

The geometry in XYZ format:
```
19
Properties=species:S:1:pos:R:3:mulliken_charge:R:1
O 1.52533 -0.65853 -1.67071 -0.631
H 2.49147 -0.72161 -1.71266 0.284
H 1.45444 -0.25018 -0.79819 0.383
O -2.12815 -1.13832 -1.75105 -0.642
H -2.46971 -0.24259 -1.75600 0.315
H -1.54265 -1.30432 -2.49673 0.310
O -0.31500 1.43997 -0.88368 -0.605
H 0.29883 1.12492 -1.57369 0.363
H -0.62753 2.27882 -1.24012 0.325
O 0.71188 -0.83331 2.14726 -0.542
H 0.95145 -1.01360 3.06334 0.354
H -0.07064 -0.25369 1.98349 0.456
O -1.58453 -0.10131 1.21996 -0.623
H -2.01259 -0.45454 0.42249 0.330
H -2.18036 -0.36874 1.92604 0.320
O 1.53303 1.05798 0.75510 -0.669
H 1.07909 -0.27924 0.97636 0.484
H 2.32816 0.58023 0.98727 0.366
H 0.55747 1.13806 0.40154 0.423
```

Charge: +1
Lowest unoccupied orbital energy: -3.939 eV
Gap between HOMO and LUMO: 10.97 eV
HOMO: -0.548 Eh


Stability verdict: w, ahead by 3.907 eV


w | Below is a 2-piece molecular cluster, C6H16 overall, with properties calculated with ωB97M-V/def2-TZVPD.

The geometry in XYZ format:
```
22
Properties=species:S:1:pos:R:3:mulliken_charge:R:1
C -1.24056 2.85432 -0.38070 -1.060
C -0.58004 1.93780 -1.41672 0.112
C -1.52438 1.35398 -2.50094 -1.343
H -2.15949 2.55788 0.06970 0.363
H -0.51530 3.32729 0.30726 0.288
H -1.72605 3.71441 -0.99985 0.277
H 0.37067 2.44638 -2.00634 0.202
H -0.07331 1.03477 -1.01998 0.070
H -1.12143 0.67972 -3.15746 0.417
H -1.86336 2.14180 -3.12653 0.354
H -2.23158 0.72585 -1.97051 0.325
C 1.94492 -1.00248 1.49303 -0.890
C 1.27483 -2.32088 2.07643 -0.357
C 0.28862 -3.06332 1.01688 -0.888
H 1.19566 -0.23309 1.16095 0.143
H 2.59015 -0.59019 2.18182 0.368
H 2.56579 -1.27372 0.58365 0.260
H 2.09257 -2.96641 2.47574 0.293
H 0.57335 -2.03355 2.88084 0.265
H -0.49639 -3.66818 1.51594 0.312
H 0.92916 -3.40737 0.13495 0.277
H -0.29383 -2.21504 0.68183 0.213
```

Charge: 0
Lowest unoccupied orbital energy: 0.995 eV
Gap between HOMO and LUMO: 11.92 eV
HOMO: -0.402 Eh
SMILES: CCC.CCC


x | Below is a 2-piece molecular cluster, C6H16 overall, with properties calculated with ωB97M-V/def2-TZVPD.

The geometry in XYZ format:
```
22
Properties=species:S:1:pos:R:3:mulliken_charge:R:1
C 1.41654 -1.06050 0.09144 -1.235
C 1.21915 0.43300 -0.21134 0.779
C 2.48003 1.16154 -0.65519 -1.556
C 0.21556 0.66081 -1.41122 -1.216
H 1.63297 -1.50348 -0.91071 0.241
H 0.59598 -1.61271 0.56129 0.236
H 2.19549 -1.24513 0.80281 0.361
H 0.84828 1.02544 0.63937 0.194
H 3.13844 0.85665 -1.47726 0.336
H 2.35418 2.24837 -0.70799 0.391
H 3.19362 1.19288 0.19579 0.389
H -0.74667 0.32493 -1.00485 0.093
H 0.02257 1.71203 -1.63919 0.332
H 0.56802 0.08460 -2.24261 0.425
C -2.16806 -1.27442 1.03559 -0.038
C -2.57314 0.19735 1.02579 -0.782
H -2.21858 -1.74341 2.02127 0.351
H -2.79035 -1.74995 0.30394 0.263
H -1.13954 -1.32215 0.74005 -0.400
H -2.11525 0.61224 0.14256 0.299
H -2.44952 0.69789 1.97900 0.243
H -3.67971 0.30402 0.72146 0.295
```

Charge: 0
Lowest unoccupied orbital energy: 1.105 eV
Gap between HOMO and LUMO: 11.78 eV
HOMO: -0.392 Eh
SMILES: CC(C)C.CC


Stability verdict: x, ahead by 0.597 eV


w | Below is a 2-piece molecular cluster, C6H16 overall, with properties calculated with ωB97M-V/def2-TZVPD.

The geometry in XYZ format:
```
22
Properties=species:S:1:pos:R:3:mulliken_charge:R:1
C -0.17882 -0.90227 -2.37556 -1.379
C 0.51324 -0.58504 -1.04551 0.981
C 1.94511 -1.10232 -1.06251 -1.227
C 0.63826 0.87536 -0.81603 -1.321
H 0.55184 -0.68048 -3.15057 0.321
H -1.16727 -0.34765 -2.49270 0.340
H -0.59809 -1.95491 -2.49135 0.325
H -0.23476 -1.04832 -0.28568 0.034
H 2.45769 -0.40729 -1.76369 0.325
H 2.29892 -0.99628 0.05801 0.289
H 1.97296 -2.13340 -1.49478 0.356
H -0.25557 1.44157 -0.99701 0.348
H 0.86946 1.15783 0.30460 0.155
H 1.41812 1.33691 -1.36450 0.430
C -1.78846 0.79180 1.81795 -0.620
C -0.78067 0.61759 2.96385 -0.793
H -2.25549 -0.17678 1.65616 0.241
H -2.57899 1.49553 1.90904 0.394
H -1.40938 1.24730 0.90226 -0.003
H -0.48182 -0.45692 2.89782 0.232
H -1.14019 0.75818 4.02163 0.285
H 0.20389 1.06958 2.80856 0.288
```

Charge: 0
Lowest unoccupied orbital energy: 1.052 eV
Gap between HOMO and LUMO: 11.88 eV
HOMO: -0.398 Eh
SMILES: CC(C)C.CC


x | Below is a 2-piece molecular cluster, C6H16 overall, with properties calculated with ωB97M-V/def2-TZVPD.

The geometry in XYZ format:
```
22
Properties=species:S:1:pos:R:3:mulliken_charge:R:1
C -1.18201 0.65998 0.68403 -0.949
C -2.16924 1.88934 0.60234 -0.334
C -3.59551 1.44537 1.13074 -1.062
H -0.23918 0.92288 0.17553 0.226
H -1.60280 -0.23865 0.20235 0.311
H -0.95903 0.42254 1.73784 0.305
H -1.70872 2.70168 1.19687 0.291
H -2.29270 2.25900 -0.43379 0.290
H -3.62365 1.06368 2.16521 0.309
H -3.97664 0.66070 0.45573 0.287
H -4.26043 2.32267 1.06124 0.314
C 2.59794 -0.50001 -1.86883 -1.053
C 2.64179 -1.02737 -0.40331 -0.211
C 1.81906 -2.25568 -0.10779 -1.018
H 3.28631 0.35407 -1.98419 0.292
H 1.59712 -0.19486 -2.21791 0.286
H 2.95489 -1.32789 -2.50429 0.315
H 3.66919 -1.29336 -0.08844 0.307
H 2.28373 -0.21986 0.26390 0.243
H 2.10969 -3.15495 -0.67653 0.354
H 0.77564 -2.00198 -0.35982 0.210
H 1.87450 -2.48737 0.96918 0.287
```

Charge: 0
Lowest unoccupied orbital energy: 1.121 eV
Gap between HOMO and LUMO: 12.43 eV
HOMO: -0.415 Eh
SMILES: CCC.CCC


y | Below is a 2-piece molecular cluster, C6H16 overall, with properties calculated with ωB97M-V/def2-TZVPD.

The geometry in XYZ format:
```
22
Properties=species:S:1:pos:R:3:mulliken_charge:R:1
C 2.58899 -0.08589 0.52759 -0.933
C 2.00092 0.34007 1.92676 -0.343
C 0.53622 0.88182 1.82502 -1.017
H 2.06613 0.47444 -0.22279 0.252
H 3.69548 0.17984 0.43951 0.294
H 2.36639 -1.12332 0.49320 0.256
H 2.15162 -0.43318 2.67228 0.359
H 2.59760 1.24509 2.21012 0.255
H 0.35081 1.36043 2.83962 0.308
H -0.14806 0.00388 1.72307 0.239
H 0.41186 1.63216 1.10299 0.325
C -1.29952 -1.59596 -1.32492 -0.810
C -2.32691 -0.48025 -1.46563 -0.082
C -1.58173 0.87667 -1.57261 -1.264
H -1.37397 -2.26480 -0.20838 0.174
H -1.38795 -2.49828 -2.03213 0.301
H -0.29040 -1.17927 -1.25912 0.182
H -3.04913 -0.62341 -2.36427 0.289
H -2.98733 -0.34698 -0.54518 0.201
H -1.01393 1.02896 -0.65344 0.111
H -2.23740 1.67628 -1.68501 0.446
H -1.06968 0.93168 -2.42669 0.456
```

Charge: 0
Lowest unoccupied orbital energy: 1.087 eV
Gap between HOMO and LUMO: 11.87 eV
HOMO: -0.396 Eh
SMILES: CCC.CCC


z | Below is a 2-piece molecular cluster, C6H16 overall, with properties calculated with ωB97M-V/def2-TZVPD.

The geometry in XYZ format:
```
22
Properties=species:S:1:pos:R:3:mulliken_charge:R:1
C 0.89736 -0.78999 1.34204 -1.425
C 0.48979 -1.54832 0.07828 0.973
C 1.62552 -1.76463 -0.91293 -1.439
C -0.12760 -2.89876 0.45241 -1.442
H 1.43507 -1.40631 2.06622 0.347
H -0.03027 -0.53688 1.84165 0.375
H 1.40654 0.13585 1.07079 0.355
H -0.29587 -1.00072 -0.44981 0.114
H 2.33483 -2.54605 -0.66827 0.357
H 1.19139 -1.98162 -1.89047 0.383
H 2.18981 -0.83703 -1.06430 0.328
H 0.70763 -3.60769 0.50570 0.321
H -0.72189 -2.88141 1.36006 0.355
H -0.63202 -3.31312 -0.41327 0.397
C -0.99399 3.38658 -1.13946 -0.715
C -1.80138 3.22154 0.16506 -0.736
H -1.62972 3.62708 -1.98914 0.293
H -0.18714 4.10937 -0.99590 0.259
H -0.48234 2.44570 -1.35592 0.165
H -1.93807 4.20127 0.64172 0.282
H -2.82765 2.92411 -0.04607 0.263
H -1.26752 2.53662 0.81378 0.192
```

Charge: 0
Lowest unoccupied orbital energy: 1.012 eV
Gap between HOMO and LUMO: 12.25 eV
HOMO: -0.413 Eh
SMILES: CC(C)C.CC


Stability verdict: x, ahead by 0.066 eV